Entry 1:
Formula: C29H47Cl2IrN2PS
Source: OMol25
Level of theory: the ωB97M-V functional and the def2-TZVPD basis

```
83
Properties=species:S:1:pos:R:3:forces:R:3:lowdin_spin:R:1
P 0.13965 -0.87817 -1.12005 0.193 0.482 -2.123 0.063
C 1.70040 -0.29739 -2.10316 -0.173 -0.349 0.271 0.005
C 1.91026 -0.68190 -3.58491 -0.171 0.142 -0.155 0.002
C 3.28225 -0.24251 -4.11560 0.105 -0.381 0.183 0.000
C 3.59043 1.23277 -3.85330 -0.102 0.095 -0.129 0.000
C 3.22652 1.69972 -2.44061 0.106 -0.053 0.201 0.000
C 1.84079 1.22148 -1.99468 0.182 0.013 0.018 0.001
C -1.23522 0.03606 -2.09615 0.274 -0.263 0.274 0.005
C -1.11266 0.14163 -3.62254 -0.121 0.080 -0.145 0.001
C -2.40871 0.65422 -4.26310 -0.070 -0.222 0.103 0.000
C -2.88808 1.97000 -3.64169 0.106 0.060 -0.171 0.000
C -2.84615 1.97072 -2.11075 -0.051 -0.070 0.250 0.000
C -1.52128 1.43446 -1.53769 -0.184 -0.011 -0.031 0.004
C -0.03913 -2.53137 -2.00520 -0.051 0.077 -0.351 0.008
C 1.16500 -3.43596 -1.70721 -0.208 -0.246 0.135 0.001
C 1.06393 -4.80517 -2.40483 0.140 0.068 -0.053 0.000
C -0.26934 -5.52052 -2.16607 0.015 0.074 0.200 0.000
C -1.47034 -4.60510 -2.41940 -0.122 0.148 -0.063 0.000
C -1.37780 -3.22771 -1.73308 0.143 -0.300 0.243 0.001
H 2.50004 -0.77789 -1.51340 0.025 0.280 -0.080 0.001
H 1.16355 -0.16533 -4.19997 0.254 -0.260 0.180 0.000
H 1.77434 -1.75731 -3.76637 0.117 0.258 0.048 0.000
H 3.32189 -0.44637 -5.19433 0.014 0.082 0.106 0.000
H 4.06063 -0.87906 -3.67684 -0.005 0.105 0.148 0.000
H 4.65406 1.41770 -4.04587 -0.113 0.057 -0.010 0.000
H 3.03512 1.84011 -4.58146 -0.017 -0.048 0.075 0.000
H 3.98370 1.34937 -1.72779 -0.126 -0.090 -0.022 0.000
H 3.25673 2.79317 -2.39424 0.057 -0.026 -0.045 0.000
H 1.63367 1.54835 -0.96705 0.053 0.016 -0.183 0.001
H 1.09562 1.68424 -2.65925 0.144 -0.033 0.242 0.000
H -2.10540 -0.59497 -1.86390 -0.020 0.207 0.032 0.001
H -3.18210 -0.11717 -4.15857 -0.019 0.057 0.112 0.000
H -0.83225 -0.81198 -4.09830 -0.102 0.321 0.179 0.000
H -0.32959 0.87692 -3.85683 -0.181 -0.202 0.025 0.000
H -2.25622 0.77466 -5.34482 -0.037 0.054 0.138 0.000
H -3.90631 2.18077 -3.99619 0.140 0.056 0.096 0.000
H -2.25719 2.78644 -4.01945 0.016 -0.073 0.054 0.000
H -3.01936 2.98596 -1.73764 -0.006 -0.055 -0.044 0.000
H -3.67757 1.36337 -1.73078 0.133 -0.050 0.031 0.000
H -1.54465 1.38644 -0.44092 -0.127 0.153 -0.191 0.006
H -0.71458 2.12807 -1.82197 -0.164 -0.172 0.131 0.000
H -0.02991 -2.31544 -3.08311 0.067 -0.050 0.120 0.001
H 2.10526 -2.94584 -2.00846 -0.319 -0.164 0.179 0.000
H 1.21428 -3.59248 -0.62142 0.071 0.026 -0.046 0.001
H 1.22713 -4.68206 -3.48557 -0.129 0.092 0.082 0.000
H 1.88476 -5.44148 -2.05633 -0.024 0.018 -0.028 0.000
H -0.30192 -5.89881 -1.13144 0.006 0.202 -0.150 0.000
H -0.33745 -6.40823 -2.81140 0.018 0.150 0.108 0.000
H -2.38486 -5.10236 -2.08145 0.011 -0.007 -0.026 0.000
H -1.59538 -4.46175 -3.50216 0.128 0.046 0.062 0.000
H -2.21580 -2.60427 -2.08629 0.295 -0.215 0.213 0.000
H -1.49454 -3.34784 -0.64809 -0.106 0.035 -0.075 0.001
Ir -0.05585 -0.26859 2.02938 0.474 -1.528 -1.519 1.976
Cl -2.20451 -0.88247 1.38103 -1.444 -0.484 -0.865 0.214
Cl 2.21684 -0.12604 1.84272 1.963 0.243 -0.549 0.250
C -0.62507 1.24397 3.02123 -0.937 3.730 1.596 0.513
H -1.26758 1.03838 3.89612 0.073 0.244 -0.039 0.034
C -0.51313 2.66084 2.76423 -0.390 -0.878 0.638 0.106
C -1.11818 3.63920 3.63932 0.285 -0.073 -0.699 0.107
C -1.21093 4.96545 3.24721 -0.129 0.036 0.290 0.002
C -0.70649 5.40115 2.01070 0.102 -0.492 0.080 0.132
C -0.02499 4.47299 1.20476 0.116 -0.335 0.215 -0.001
C 0.12251 3.13357 1.58647 -0.176 1.119 -0.080 0.121
H -1.52415 3.30272 4.59825 0.044 0.106 -0.334 0.005
H -1.70021 5.68874 3.91263 0.169 -0.254 -0.245 -0.003
H 0.40018 4.81414 0.26111 0.008 -0.097 0.134 -0.004
H 0.71273 2.43911 0.98966 -0.269 0.090 0.039 0.014
H -0.82370 6.43505 1.70222 0.043 -0.107 0.001 0.010
S -0.06034 -1.64855 3.80994 0.228 -0.927 1.908 0.225
C -0.04871 -0.79789 5.32859 0.293 -0.023 -0.511 0.086
N 0.77059 0.22547 5.64037 0.136 -0.433 0.788 0.035
C 0.97825 0.73404 7.03209 -0.232 0.375 -1.111 0.003
C 0.34672 -0.18996 8.02700 0.121 -0.628 0.704 0.001
C -1.01623 -0.71123 7.60750 0.122 -0.309 -0.076 0.006
N -0.92416 -1.23277 6.24379 0.109 0.629 1.086 0.044
H 1.45253 0.46586 4.93165 -0.238 0.057 -0.153 0.003
H 0.54786 1.74999 7.12223 0.221 -0.394 -0.180 0.001
H 2.05208 0.78596 7.26029 -0.242 0.133 -0.372 0.001
H 0.26629 0.32355 8.98805 -0.018 -0.036 -0.023 0.000
H 1.00416 -1.05919 8.19046 -0.163 0.210 -0.116 0.000
H -1.78863 0.06772 7.69572 0.134 -0.183 -0.112 0.003
H -1.26289 -1.54791 8.28325 -0.193 0.361 -0.311 0.001
H -1.47125 -2.02349 5.98371 -0.279 -0.268 -0.303 0.005
```
Positions in Å, forces in eV/Å.

LUMO energy (alpha / beta)	2.24 / 2.21	eV
spin multiplicity	5
charge	-1
⟨S²⟩	6.042
maximum force	4.2	eV Å⁻¹
HOMO (alpha / beta)	-1.63 / -3.98	eV
gap between HOMO and LUMO (alpha / beta)	3.872 / 6.195	eV

---

Entry 2:
Formula: C29H47ClFNO2P
Source: OMol25
Level of theory: the ωB97M-V functional and the def2-TZVPD basis

```
82
Properties=species:S:1:pos:R:3:forces:R:3:mulliken_charge:R:1
C 3.22714 -1.31650 2.34502 -0.401 0.079 -0.090 -1.103
C 3.74714 -0.34872 1.31259 0.433 -0.314 0.454 -0.137
O 2.89480 0.76209 1.19124 -0.608 -0.430 -0.482 -0.341
C 2.97427 1.40756 -0.07664 0.482 0.357 0.625 -0.686
C 1.74486 2.25841 -0.28226 0.072 -0.090 -0.540 -1.086
C 0.55358 1.56754 -0.97663 -0.098 0.051 0.924 -0.670
C 0.52338 0.04759 -0.82315 0.233 0.280 -0.548 -0.254
C -0.80962 -0.57343 -1.24102 0.348 0.684 0.437 -1.801
C -1.98308 -0.51024 -0.24496 0.276 -1.172 -0.201 1.986
F -2.50259 0.76564 -0.30660 -0.111 0.152 0.187 -0.528
C -1.64605 -0.86028 1.21473 -0.189 0.209 -0.569 0.862
C -0.99458 0.23354 2.05013 -0.434 0.555 0.423 -0.450
C -2.03462 1.24840 2.59824 0.336 -1.067 -0.090 -1.470
C -2.16861 1.20748 4.10854 -0.794 0.821 0.459 0.678
C -0.90162 1.68998 4.79241 0.202 -0.238 -0.425 -1.465
C -3.33976 2.13986 4.49660 0.341 -0.066 -0.657 -1.478
C -0.86397 -2.15326 1.23151 0.327 0.153 0.372 -2.078
N -1.43960 -3.19083 0.29782 -0.045 -0.840 -0.091 0.193
C -2.84747 -2.93818 -0.11587 -0.986 0.860 0.493 -1.317
C -3.05180 -1.55308 -0.73093 0.944 0.992 0.256 -0.209
P -4.85316 -1.08201 -0.60995 -0.783 -0.781 -0.684 -0.114
O -4.87703 0.30400 -1.45611 -0.208 0.063 1.046 -0.299
Cl -5.16736 -0.42754 1.33749 0.346 -0.054 -0.174 -0.173
H 4.00803 -2.02170 2.59454 0.181 -0.170 0.218 0.438
H 2.88719 -0.78850 3.22906 0.093 0.042 0.251 0.303
H 2.38799 -1.89310 1.95890 -0.194 -0.047 -0.070 0.005
H 3.86699 -0.90235 0.37987 0.005 0.222 -0.355 0.295
H 4.74072 -0.03564 1.63957 0.179 0.230 -0.168 0.429
H 3.86779 2.03265 -0.07638 0.132 0.182 -0.035 0.570
H 3.12254 0.68779 -0.87525 -0.089 -0.335 -0.194 0.302
H 1.45714 2.67520 0.67528 -0.059 0.003 0.284 0.346
H 2.05508 3.10037 -0.89110 -0.069 0.271 -0.118 0.525
H 0.51828 1.85166 -2.01911 -0.043 -0.080 -0.370 0.609
H -0.35254 1.94894 -0.51646 -0.251 0.248 -0.094 -0.013
H 0.84221 -0.20263 0.17820 -0.025 -0.220 0.267 -0.507
H 1.28268 -0.35999 -1.48292 0.189 -0.226 -0.126 0.801
H -0.62215 -1.58195 -1.60384 -0.175 -0.305 0.078 0.552
H -1.14971 -0.01841 -2.11131 -0.227 -0.035 -0.294 0.652
H -2.59835 -1.07698 1.69124 -0.200 0.021 0.185 0.605
H -0.52951 -0.22898 2.91774 0.331 -0.157 0.006 0.854
H -0.24244 0.79794 1.52152 0.373 -0.210 -0.189 -0.712
H -2.98975 1.00009 2.15774 -0.343 0.248 -0.130 0.204
H -1.76809 2.25296 2.29979 0.016 0.313 -0.141 0.611
H -2.45252 0.20582 4.43210 0.263 -0.282 0.047 0.257
H -0.55683 2.58336 4.27752 0.081 0.278 0.058 0.322
H -1.05956 1.93599 5.83324 -0.025 -0.066 0.260 0.456
H -0.09888 0.96298 4.71774 0.216 -0.123 0.103 0.367
H -3.42063 2.90610 3.73090 -0.075 0.319 -0.059 0.382
H -4.28979 1.61799 4.49869 -0.179 -0.089 0.216 0.317
H -3.15787 2.65440 5.42898 -0.179 -0.085 0.382 0.398
H 0.18022 -2.04105 0.98514 0.269 0.139 -0.290 0.149
H -0.88470 -2.55874 2.23416 -0.148 -0.266 0.194 0.619
H -1.41248 -4.08725 0.78675 -0.018 -0.025 -0.092 0.438
H -0.86514 -3.33069 -0.53400 0.114 0.304 0.047 0.473
H -3.22130 -3.70301 -0.78180 0.307 -0.356 -0.135 0.414
H -3.44616 -2.99449 0.78771 0.020 -0.225 0.322 0.519
H -2.88030 -1.65062 -1.80035 -0.412 0.108 -0.372 0.588
H -4.94053 1.04330 -0.82078 0.254 0.062 -0.612 0.319
C -3.67218 1.80308 -5.11145 -0.018 0.031 0.006 -0.462
C -4.76366 1.88640 -4.25691 0.026 0.028 -0.056 0.004
C -5.76624 2.81429 -4.50490 0.009 0.003 -0.010 -0.554
C -5.68107 3.65146 -5.60867 -0.011 0.006 0.013 -0.362
C -4.59090 3.56458 -6.46299 -0.001 0.013 -0.008 -0.456
C -3.58433 2.64265 -6.21308 0.033 -0.019 -0.003 -0.394
H -2.88725 1.08135 -4.91891 0.005 -0.007 -0.012 0.338
H -4.83245 1.23042 -3.40180 -0.007 0.044 -0.103 0.450
H -6.61613 2.88469 -3.83771 -0.013 -0.009 -0.013 0.370
H -6.46498 4.37163 -5.80357 0.002 0.002 -0.003 0.367
H -4.52576 4.21618 -7.32448 0.002 0.003 0.001 0.367
H -2.73238 2.57834 -6.87774 -0.007 -0.001 -0.009 0.372
C 7.56045 -1.74643 -1.14255 -0.017 -0.012 -0.012 -0.474
C 7.13365 -1.41295 0.13526 -0.037 0.021 -0.003 -0.304
C 7.17658 -2.35702 1.15203 -0.037 0.005 0.002 -0.301
C 7.65408 -3.63423 0.89252 -0.021 -0.011 0.007 -0.438
C 8.08379 -3.96724 -0.38461 -0.008 -0.010 -0.006 -0.388
C 8.03405 -3.02495 -1.40269 -0.006 -0.006 -0.002 -0.372
H 7.52580 -1.01004 -1.93520 0.017 0.006 0.003 0.371
H 6.76898 -0.41410 0.33919 0.027 0.012 -0.004 0.396
H 6.84113 -2.09643 2.14865 0.038 0.010 0.010 0.418
H 7.69426 -4.36905 1.68626 0.011 0.000 0.001 0.369
H 8.45970 -4.96184 -0.58626 0.004 -0.001 0.000 0.368
H 8.36703 -3.28634 -2.39867 0.014 0.002 0.002 0.368
```
Positions in Å, forces in eV/Å.

LUMO energy	-3.29	eV
spin multiplicity	1
charge	+1
maximum force	1.4	eV Å⁻¹
HOMO	-10.97	eV
gap between HOMO and LUMO	7.687	eV

---

Entry 3:
Formula: C29H47ClN5O5S2Si3Ti
Source: OMol25
Level of theory: the ωB97M-V functional and the def2-TZVPD basis

```
93
Properties=species:S:1:pos:R:3:forces:R:3:lowdin_spin:R:1
Ti 13.15238 9.21525 9.49716 -1.256 -1.410 0.170 0.000
C 9.12464 5.78510 9.07488 0.595 -1.471 -2.000 0.001
S 10.57061 6.76858 9.19901 2.503 1.568 0.636 0.000
C 10.62850 7.96092 7.75112 0.859 0.730 1.331 0.000
S 9.29612 8.00408 6.81162 0.195 0.620 -0.546 0.001
N 11.76793 8.74630 7.93666 -0.608 -2.119 0.932 0.000
N 11.87450 10.02978 7.48341 -2.019 0.607 -3.553 0.000
C 11.46828 10.19451 6.21006 1.336 -2.903 2.524 0.000
C 10.97115 11.41990 5.72843 -1.451 3.693 -0.879 0.000
C 9.82521 11.98485 6.33844 1.776 0.588 1.031 0.000
C 9.62570 13.34363 6.12751 1.399 0.338 -1.457 0.000
C 10.48579 14.06409 5.26365 -1.303 2.043 0.973 0.000
C 11.41419 13.36106 4.51738 -0.541 -0.178 -1.088 0.000
N 11.57228 12.07677 4.70349 0.905 -2.214 1.065 0.000
H 9.20291 5.33926 8.04164 -0.307 -0.366 1.178 0.001
H 8.23465 6.37942 9.02209 -0.375 0.487 0.512 0.000
H 9.17963 5.07762 9.94436 -0.151 0.564 -1.011 0.000
H 11.40919 9.32345 5.54006 0.061 0.184 0.492 0.000
H 9.40477 11.56665 7.25597 -0.274 -0.482 -0.738 0.000
H 8.86014 13.86049 6.64631 -0.574 0.424 0.479 0.000
H 10.40294 15.21728 5.25697 0.129 -2.127 -0.313 0.000
H 11.97129 13.70588 3.62742 -0.305 0.511 0.856 0.000
C 17.31775 7.27739 11.86262 0.546 -2.006 -0.973 0.000
Si 15.56687 7.68438 11.18717 -0.134 -1.308 -1.118 0.000
C 14.71397 5.87693 10.93022 1.295 0.811 0.885 0.000
C 14.89639 8.57353 12.64774 -0.351 -0.017 0.288 0.000
C 15.30539 8.79369 9.58754 0.418 -0.082 1.169 0.000
Si 15.98854 7.92929 8.04678 -0.559 0.219 -0.860 0.000
C 17.87325 8.04767 7.84962 0.099 -2.611 -0.036 0.000
C 15.46460 6.13904 7.98628 0.192 -0.964 1.100 0.000
C 15.06779 8.56640 6.48375 -0.578 1.154 -0.337 0.000
Si 15.91738 10.56108 9.87438 0.334 0.288 -0.442 0.000
C 16.15297 11.33089 8.14544 -0.019 0.967 -0.018 0.000
C 17.32798 11.13092 11.02331 2.121 0.170 -0.051 0.000
C 14.50076 11.63588 10.55524 -0.537 -0.799 -0.754 0.000
C 14.69813 12.81131 11.25197 0.251 0.725 0.346 0.000
C 13.59445 13.64792 11.57035 1.095 -2.575 -0.520 0.000
C 12.32699 13.20069 11.17888 0.025 0.772 0.738 0.000
C 12.19221 11.95473 10.62501 0.599 -0.756 -1.987 0.000
N 13.26505 11.20843 10.20295 -0.826 1.242 1.635 0.000
H 17.50071 7.70904 12.83020 -0.047 0.444 0.430 0.000
H 18.19701 7.49780 11.23594 -0.330 0.068 0.043 0.000
H 17.38642 6.13592 12.03680 -0.239 1.613 -0.311 0.000
H 14.56503 5.47810 11.96561 0.065 0.238 -0.695 0.000
H 15.43121 5.18170 10.39481 -0.991 0.853 0.643 0.000
H 13.74119 5.94431 10.43313 0.210 -0.161 0.068 0.000
H 15.18966 7.89211 13.46292 -0.629 0.232 0.068 0.000
H 13.80165 8.64958 12.46440 0.747 0.315 0.856 0.000
H 15.44382 9.51657 12.85636 -0.636 -0.291 -0.266 0.000
H 18.29071 8.70271 8.56150 0.686 1.078 0.715 0.000
H 18.31844 8.18137 6.86904 -0.332 0.574 -0.265 0.000
H 18.31327 7.02118 8.11127 -0.748 1.158 0.003 0.000
H 15.25724 5.90802 6.94644 -0.051 -0.083 -0.189 0.000
H 14.48984 6.07172 8.57076 1.306 -0.371 -0.905 0.000
H 16.27125 5.39377 8.33060 -1.446 1.033 -0.173 0.000
H 14.43796 7.78815 6.01360 0.426 0.171 0.261 0.000
H 15.75995 8.96180 5.71189 -0.225 -0.335 0.302 0.000
H 14.35266 9.42597 6.64478 0.698 -0.698 0.077 0.000
H 16.91026 12.13512 7.98076 -0.195 -0.848 0.364 0.000
H 15.22769 11.82872 7.81792 -0.120 -0.178 0.283 0.000
H 16.26381 10.53640 7.42183 0.496 -0.079 -0.273 0.000
H 17.41366 12.27359 11.09819 -0.219 -1.647 -0.262 0.000
H 18.31821 10.83964 10.53336 -1.137 0.278 0.481 0.000
H 17.43389 10.73044 12.06508 -0.504 0.236 -0.878 0.000
H 15.79297 12.94701 11.46877 -1.724 0.690 0.282 0.000
H 13.71469 14.43822 12.25830 0.087 1.226 0.168 0.000
H 11.45540 13.83420 11.37833 0.224 -0.566 0.053 0.000
H 11.23458 11.54853 10.31212 -0.035 0.132 0.298 0.000
O 12.42962 6.08494 5.50604 -1.045 -1.917 1.656 0.332
Cl 11.84401 4.87722 6.25805 1.035 0.518 -3.164 0.321
O 11.82659 5.96434 8.90809 -0.925 -0.367 0.310 0.000
O 11.65725 3.69420 5.32329 0.099 1.423 1.531 0.343
O 12.43241 8.48797 10.76493 0.831 0.897 -1.072 0.000
C 9.32590 6.64192 15.19655 1.279 -0.273 -1.302 0.000
C 8.05030 6.35465 15.60150 -0.813 0.000 0.305 0.000
C 7.09514 6.10148 14.58013 0.851 -0.168 0.610 0.000
N 7.32780 6.23618 13.27385 0.249 0.050 0.221 0.000
C 8.58829 6.47852 12.90455 0.194 1.354 -0.156 0.000
C 9.61753 6.59411 13.83514 0.667 -0.466 -0.649 0.000
H 10.21067 6.86255 15.78480 -0.523 -0.183 0.721 0.000
H 7.85099 6.31838 16.69192 -0.347 -0.036 -0.989 0.000
H 6.12611 5.71309 14.82449 -0.479 0.153 0.253 0.000
H 8.78051 6.85617 11.86774 -0.244 -1.100 0.706 0.000
H 10.66877 6.52928 13.48620 -0.781 0.711 0.232 0.000
C 6.80827 13.42738 10.77566 0.718 -2.084 -0.815 0.000
C 7.37565 13.51307 12.15635 -0.083 0.342 2.577 0.000
O 8.69178 14.13388 12.23603 -0.806 -0.605 -0.287 0.000
H 5.92433 12.75507 10.76427 0.052 0.988 0.103 0.000
H 7.49072 12.84918 10.08857 -0.249 0.765 0.612 0.000
H 6.65793 14.41898 10.36513 -0.433 0.034 -0.160 0.000
H 7.41998 12.58024 12.77620 0.418 0.235 -1.269 0.000
H 6.67054 14.06722 12.83486 0.472 0.203 -0.819 0.000
H 8.74924 14.75811 11.50756 -0.037 0.126 0.007 0.000
```
Positions in Å, forces in eV/Å.

LUMO energy (alpha / beta)	-0.62 / -1.76	eV
spin multiplicity	2
⟨S²⟩	0.756
maximum force	4.1	eV Å⁻¹
HOMO (alpha / beta)	-8.11 / -8.10	eV
gap between HOMO and LUMO (alpha / beta)	7.484 / 6.345	eV

---

Calculated relative energy (zero: lowest compared OMol25 entry of this formula, charge and spin) (kJ/mol), listed in the same order as above: 53.0, 67.8, 96.1